The following is a DFT calculation (ωB97M-V with the def2-TZVPD basis set) of a structure of composition C11H8Br2CdI2N2Se3Te.

```
30
Properties=species:S:1:pos:R:3:forces:R:3:mulliken_charge:R:1
Cd -1.169938 -0.212789 -0.692428 0.6 -0.1 0.3 1.01
Se -3.444319 0.582484 0.242147 -0.1 0.1 -0.2 -0.55
Se -2.757387 3.805278 -1.516190 0.0 0.0 0.0 -0.46
Te -5.318686 2.033086 -3.928250 0.1 -0.1 0.1 -0.27
Se -0.966628 0.890642 -3.065772 -0.1 0.1 0.0 -0.53
I -3.321321 1.495155 -2.214720 -0.1 0.1 -0.1 0.57
C -3.852852 -0.679105 -2.789139 -0.1 0.0 0.0 -1.18
I -2.774020 -2.391133 -2.137871 0.0 -0.1 0.0 0.00
H -3.792997 -0.667874 -3.874031 0.0 0.0 0.0 0.52
H -4.865168 -0.782771 -2.406600 0.0 0.0 -0.1 0.56
Br 3.704842 -4.094791 2.398031 0.1 -0.1 0.1 -0.14
C 2.389069 -3.070022 1.550593 0.1 0.0 0.1 -0.09
C 1.371541 -3.691791 0.855440 -0.1 0.0 -0.1 -0.70
C 0.432045 -2.878054 0.255494 0.0 0.1 0.0 0.01
N 0.470286 -1.546711 0.319472 -0.1 -0.1 0.0 0.17
C 1.459270 -0.950327 0.996225 0.0 0.2 0.0 0.30
C 2.443356 -1.691763 1.628745 0.1 0.0 0.0 -0.36
C 1.454405 0.552953 1.042612 -0.1 -0.5 -0.1 0.27
C 2.437620 1.285419 1.680444 0.1 0.0 0.1 -0.31
C 2.328518 2.666265 1.655286 0.1 0.0 0.0 -0.14
Br 3.641187 3.702876 2.503302 0.1 0.1 0.1 -0.15
C 1.273817 3.276482 1.010986 -0.2 0.0 -0.1 -0.68
C 0.335598 2.462431 0.393638 0.1 -0.1 0.0 0.32
N 0.436762 1.133830 0.418870 -0.2 0.3 -0.1 0.16
H 1.303811 -4.766554 0.780117 0.0 0.0 0.0 0.43
H -0.390284 -3.306342 -0.303928 0.0 0.0 0.0 0.12
H 3.241112 -1.216681 2.178176 0.0 0.0 0.0 0.44
H 3.273275 0.821338 2.181273 0.0 0.0 0.0 0.44
H 1.169631 4.351041 0.977077 0.0 0.0 0.0 0.47
H -0.512545 2.887429 -0.138994 0.0 0.0 0.0 -0.23
```
Positions in Å, forces in eV/Å.

Total energy: -13916.8129 Ha
HOMO-LUMO gap: 5.285 eV
2S+1: 1
Lowest unoccupied orbital energy: -1.91 eV
Max |F|: 0.01294 Eh/bohr
Charge: 0

---

The following is a DFT calculation (ωB97M-V with the def2-TZVPD basis set) of a cluster of 2 separate species, C3H7NS3 in total.

```
14
Properties=species:S:1:pos:R:3:forces:R:3:mulliken_charge:R:1
S -2.799144 -2.111029 -0.331446 0.2 0.3 0.0 -0.23
C -1.922472 -0.761357 -0.394718 -0.3 -0.2 0.0 -0.07
C -1.998940 0.372436 0.583234 0.0 -0.1 0.1 -0.62
S -2.423694 1.946098 -0.232857 0.0 -0.1 0.0 -0.14
H -1.199108 -0.616597 -1.202313 -0.4 -0.2 0.0 0.29
H -2.779553 0.182839 1.322530 0.1 0.0 -0.1 0.35
H -1.044608 0.481044 1.110836 -0.1 0.0 0.0 0.40
H -1.234872 2.145658 -0.822706 0.0 0.0 0.0 0.14
C 3.458960 -0.479684 0.395804 -0.2 0.0 0.2 -0.19
N 2.198514 -0.327597 0.403762 0.2 0.1 -0.3 -0.28
S 1.477038 0.121159 -1.085242 0.2 0.0 0.2 0.03
H 3.934227 -0.761804 1.334582 -0.1 0.0 -0.1 0.24
H 4.104992 -0.348906 -0.477510 -0.1 0.0 0.0 0.22
H 0.228662 0.157735 -0.603958 0.4 0.1 0.0 -0.13
```
Positions in Å, forces in eV/Å.

Total energy: -1367.7396 Ha
HOMO-LUMO gap: 8.454 eV
2S+1: 1
Lowest unoccupied orbital energy: -0.44 eV
Max |F|: 0.00889 Eh/bohr
Charge: 0

---

The following is a DFT calculation (ωB97M-V with the def2-TZVPD basis set) of a structure of composition ClHNO2S.

```
6
Properties=species:S:1:pos:R:3:forces:R:3:mulliken_charge:R:1
N 0.186201 -0.474194 -0.347223 0.9 0.4 -1.8 -0.23
O 2.381448 -2.024436 -0.643140 -1.1 0.3 -0.2 -0.47
O 0.014744 -1.523847 0.583924 -0.2 -1.5 0.8 -0.34
S 1.655713 -1.114109 0.223167 0.6 -0.2 1.0 0.58
Cl 3.032353 1.243887 0.117432 0.0 0.3 -0.1 -0.81
H 0.146353 0.398300 0.153568 -0.2 0.8 0.4 0.27
```
Positions in Å, forces in eV/Å.

Total energy: -1064.2004 Ha
HOMO-LUMO gap: 8.413 eV
2S+1: 1
Lowest unoccupied orbital energy: 4.00 eV
Max |F|: 0.04047 Eh/bohr
Charge: -1

---

The following is a DFT calculation (ωB97M-V with the def2-TZVPD basis set) of the molecule C3H8FN.

```
13
Properties=species:S:1:pos:R:3:forces:R:3:mulliken_charge:R:1
C -0.658615 -1.088296 0.574873 -0.9 -0.6 -2.8 -1.45
C 0.249209 -0.019187 0.083036 0.6 1.7 2.0 1.27
C -0.007811 0.446114 -1.297524 -1.3 -0.4 -2.4 -1.18
N 0.207313 1.127025 1.007349 1.3 -0.4 -1.0 -0.69
F 1.564221 -0.614020 0.014547 -0.1 0.4 0.6 -0.40
H -0.553504 -1.341617 1.571339 0.3 -0.1 2.2 0.42
H -1.703273 -0.774532 0.350032 0.7 -0.6 0.2 0.30
H -0.345835 -1.996996 0.020195 -0.7 0.4 0.1 0.31
H 0.363852 1.471583 -1.565232 -0.1 -1.0 0.6 0.31
H -1.192802 0.487526 -1.485496 2.8 -0.4 0.0 0.23
H 0.620211 -0.335816 -1.888568 -1.8 1.5 0.2 0.31
H 0.935182 1.779797 0.685342 -0.6 -0.1 0.1 0.29
H 0.521855 0.858415 1.930105 -0.2 -0.3 0.2 0.28
```
Positions in Å, forces in eV/Å.

Total energy: -273.7157 Ha
HOMO-LUMO gap: 11.552 eV
2S+1: 1
Lowest unoccupied orbital energy: 1.08 eV
Max |F|: 0.05846 Eh/bohr
Charge: 0

---

The following is a DFT calculation (ωB97M-V with the def2-TZVPD basis set) of the molecule C4H5NO.

```
11
Properties=species:S:1:pos:R:3:forces:R:3:mulliken_charge:R:1
H -2.963640 0.038659 0.094458 0.3 0.5 -0.2 0.25
N -2.226619 -0.525600 -0.314997 -0.1 0.0 0.1 -0.67
C -1.039409 -0.105733 -0.263613 0.1 -0.5 0.0 0.43
C 0.103509 -0.996025 -0.533749 0.2 0.1 0.1 -0.25
C 1.206973 -0.426296 -0.063068 -0.2 0.0 0.0 -0.31
C 0.864437 0.956636 0.418830 0.2 0.0 0.1 -0.34
O -0.537854 1.104216 0.153746 -0.3 -0.1 0.1 -0.37
H -0.058942 -1.986651 -0.931872 0.1 0.1 0.0 0.40
H 2.191151 -0.872365 0.034149 -0.1 0.2 -0.1 0.38
H 1.442232 1.739122 -0.092148 -0.3 -0.1 0.0 0.26
H 1.018162 1.074037 1.498265 0.0 0.0 -0.1 0.23
```
Positions in Å, forces in eV/Å.

Total energy: -285.3828 Ha
HOMO-LUMO gap: 10.444 eV
2S+1: 1
Lowest unoccupied orbital energy: 0.96 eV
Max |F|: 0.01172 Eh/bohr
Charge: 0

---

The following is a DFT calculation (ωB97M-V with the def2-TZVPD basis set) of a structure of composition C22H38GeN4Sr.

```
66
Properties=species:S:1:pos:R:3:forces:R:3:mulliken_charge:R:1
Sr -2.142867 -0.745914 -0.373559 2.5 8.0 2.5 1.41
C 1.018319 -1.505600 3.321687 -0.1 0.0 -0.1 -1.34
C 0.846099 -0.161075 2.606893 0.3 -0.1 0.2 0.57
C 2.192473 0.444300 2.293039 0.0 -0.1 0.0 0.62
C 2.855063 1.162166 3.287786 -0.1 0.1 0.0 -0.66
C 4.140791 1.633086 3.100607 0.0 -0.1 0.0 -0.97
C 4.796807 1.357123 1.907790 0.0 0.0 0.0 -0.72
C 4.171386 0.646186 0.894074 0.1 0.0 -0.1 0.87
C 4.911689 0.325564 -0.382458 -0.1 -0.2 0.1 -0.79
C 5.368066 -1.136903 -0.421996 0.0 0.1 0.0 -1.06
C 2.853683 0.204502 1.084451 -0.1 0.0 -0.1 0.06
N 2.266514 -0.579352 0.056799 0.1 -0.1 0.2 -0.13
C 1.320988 -0.109878 -0.648721 0.0 -0.3 -0.2 -0.36
C 0.713453 -0.879482 -1.738407 -0.3 0.1 0.2 0.10
C 1.121076 -2.071510 -2.344987 0.0 -0.1 0.0 -0.37
C 0.173359 -2.356742 -3.345128 0.2 0.2 0.2 -1.10
C -0.751182 -1.316025 -3.284589 0.0 -0.1 -0.2 -0.45
N -0.452291 -0.419093 -2.307149 -0.1 -0.2 -0.2 -0.70
H 0.046470 -1.933594 3.582442 0.0 0.0 0.0 0.31
H 1.602235 -1.386614 4.235412 0.0 0.0 0.0 0.42
H 1.551540 -2.211965 2.678643 0.0 0.0 0.0 0.26
H 0.287306 0.522874 3.246543 -0.1 0.0 -0.1 0.58
H 0.264558 -0.309696 1.703910 -0.1 0.1 0.0 -0.88
H 2.338173 1.352666 4.222650 0.0 0.0 0.0 0.43
H 4.634887 2.201403 3.878406 0.0 0.0 0.0 0.40
H 5.815730 1.697336 1.758731 0.0 0.0 0.0 0.37
H 5.780515 0.980850 -0.462807 0.0 0.1 0.0 0.47
H 4.260880 0.516219 -1.237579 0.1 0.1 0.0 0.22
H 6.024771 -1.354888 0.422504 0.0 0.0 0.0 0.31
H 5.909544 -1.351218 -1.345189 0.0 0.0 0.0 0.36
H 4.503449 -1.797635 -0.364234 0.0 0.0 0.0 0.25
H 0.897054 0.888387 -0.489680 0.0 0.1 0.0 0.70
H 2.007238 -2.637847 -2.099156 0.0 0.1 0.0 0.56
H 0.143994 -3.209859 -4.005434 0.1 0.1 -0.1 0.48
H -1.625829 -1.199773 -3.913522 0.1 0.2 -0.1 0.54
N -4.576081 -1.089051 -1.352122 0.2 -0.8 -0.3 -0.19
C -3.579246 -2.108123 -1.744525 -0.9 -0.7 -0.3 -1.86
C -3.090605 -2.878079 -0.472954 -0.1 -1.0 -0.6 -1.00
C -1.545975 -3.053279 -0.664797 0.0 -1.0 0.1 -1.57
N -0.830067 -2.760362 0.594174 -0.3 -0.6 -0.6 0.06
H -5.327158 -1.556493 -0.856507 -0.1 0.2 0.0 0.21
H -4.986042 -0.667418 -2.177591 0.0 0.2 0.1 0.26
H -2.697961 -1.590607 -2.185948 -1.1 -0.8 -0.7 1.15
H -3.891015 -2.819186 -2.509106 -0.2 0.0 0.0 0.37
H -3.624359 -3.810012 -0.310272 0.1 -0.1 -0.1 0.45
H -3.281508 -2.260899 0.426249 -0.7 -1.3 0.0 0.93
H -1.235987 -2.297551 -1.414702 0.6 -1.5 0.0 0.20
H -1.334810 -4.013715 -1.130584 0.1 -0.1 0.1 0.45
H 0.169808 -2.811953 0.411696 0.0 0.2 0.1 0.18
H -1.055644 -3.473542 1.278555 0.1 0.1 0.2 0.26
C -4.292369 2.735706 -0.594579 0.1 0.0 -0.1 -1.09
Ge -2.402140 3.152002 -0.172099 0.2 -0.3 0.5 0.42
C -1.337605 3.110499 -1.825779 -0.2 0.2 0.0 -0.83
C -2.235876 4.876862 0.753861 -0.2 0.3 -0.3 -1.20
C -1.792904 1.735508 0.961239 -0.1 -1.0 -0.4 -0.88
H -4.902810 3.586911 -0.898160 0.0 0.0 0.0 0.38
H -4.736370 2.262377 0.283597 0.0 0.1 0.0 0.33
H -4.285762 1.997449 -1.403635 -0.1 0.1 0.0 0.19
H -1.818557 3.636315 -2.653228 0.0 0.0 0.0 0.40
H -1.209322 2.061659 -2.095500 0.1 0.0 -0.1 0.01
H -0.350505 3.548310 -1.666171 0.0 0.0 0.0 0.30
H -2.634502 5.718139 0.179957 0.0 0.0 0.1 0.36
H -1.179925 5.065581 0.953420 0.0 0.0 0.0 0.33
H -2.767654 4.822651 1.705066 0.0 0.0 0.0 0.35
H -2.299436 1.771738 1.934187 0.1 0.1 0.0 0.31
H -0.713557 1.850561 1.128488 0.0 0.0 0.1 -0.07
```
Positions in Å, forces in eV/Å.

Total energy: -3187.6440 Ha
HOMO-LUMO gap: 5.863 eV
2S+1: 1
Lowest unoccupied orbital energy: -0.49 eV
Max |F|: 0.16929 Eh/bohr
Charge: 0